{"formula": "C55H48NO3PRuS2", "method": "the ωB97M-V functional and the def2-TZVPD basis", "s2": 8.792, "total_charge": -1, "homo_energy_ev": [-1.4, -4.8], "spin_multiplicity": 6, "e_lumo_ev": [2.04, 1.61], "symbols": ["Ru", "O", "C", "C", "C", "C", "C", "C", "C", "C", "C", "O", "C", "C", "C", "C", "C", "C", "C", "C", "C", "C", "C", "C", "N", "C", "C", "C", "C", "C", "C", "C", "C", "C", "C", "C", "C", "H", "H", "H", "H", "H", "H", "H", "H", "H", "H", "H", "H", "H", "H", "H", "H", "H", "H", "H", "H", "H", "H", "H", "H", "H", "H", "H", "C", "C", "S", "C", "C", "S", "H", "H", "H", "H", "H", "H", "O", "P", "C", "C", "C", "C", "C", "C", "C", "C", "C", "C", "C", "C", "C", "C", "C", "C", "C", "C", "H", "H", "H", "H", "H", "H", "H", "H", "H", "H", "H", "H", "H", "H", "H"], "coordinates": [[0.08826, -3.00116, -0.39289], [-1.02332, -1.67842, -1.35408], [-2.30913, -1.81949, -1.90786], [-2.82368, -3.29058, -1.76440], [-2.84385, -3.92758, -0.39180], [-3.92914, -4.63562, 0.11281], [-3.97034, -5.17741, 1.44661], [-2.73978, -5.02632, 2.16260], [-1.72563, -4.22632, 1.64264], [-0.46174, -4.08390, 2.38421], [-0.02144, -2.61654, 2.62523], [0.05301, -1.88631, 1.33081], [-0.99764, -1.74945, 3.54063], [-2.00153, -0.86269, 3.09339], [-2.80774, -0.18115, 4.02287], [-2.58473, -0.28002, 5.41252], [-1.57705, -1.10842, 5.85482], [-0.81326, -1.84154, 4.93261], [1.36981, -2.69321, 3.25075], [2.01139, -1.55108, 3.65928], [3.16346, -1.46790, 4.45050], [3.80050, -2.66546, 4.87327], [3.28676, -3.84154, 4.30811], [2.09151, -3.86554, 3.58328], [-1.80707, -3.68544, 0.40846], [-2.14577, -1.51911, -3.43013], [-1.02832, -0.93015, -3.98224], [-0.82892, -0.90478, -5.34707], [-1.85676, -1.30625, -6.17696], [-3.11984, -1.59821, -5.66062], [-3.23957, -1.68315, -4.29242], [-3.34180, -0.71053, -1.20746], [-4.70399, -0.71593, -1.20537], [-5.56903, 0.15793, -0.47339], [-4.99307, 1.09714, 0.37361], [-3.57595, 1.11408, 0.46313], [-2.80539, 0.28332, -0.34718], [-2.21273, -3.93416, -2.39027], [-3.78614, -3.33527, -2.20028], [-4.79059, -4.81555, -0.55631], [-4.91453, -5.51021, 1.96669], [-2.56719, -5.64710, 3.02522], [0.34565, -4.52374, 1.78296], [-0.52470, -4.68891, 3.31928], [-2.17427, -0.68671, 2.05804], [-3.57650, 0.54296, 3.66149], [-3.16697, 0.33027, 6.05775], [-1.35233, -1.17209, 6.87858], [-0.09210, -2.57736, 5.34368], [1.58056, -0.58051, 3.35943], [3.52575, -0.46451, 4.71293], [4.68960, -2.68713, 5.42807], [3.67220, -4.86164, 4.49944], [1.67409, -4.83740, 3.26597], [-0.28135, -0.58042, -3.28243], [0.04242, -0.48592, -5.81312], [-1.70660, -1.36715, -7.29609], [-3.96228, -1.89149, -6.29179], [-4.15329, -1.88261, -3.79165], [-5.26172, -1.44856, -1.75803], [-6.64146, 0.00878, -0.60373], [-5.61877, 1.81181, 1.02334], [-3.05889, 1.82420, 1.14882], [-1.76306, 0.47140, -0.41046], [3.12329, -3.65854, -3.84069], [2.14730, -4.00431, -2.76616], [2.10618, -3.02406, -1.38143], [1.03719, -4.75466, -2.98312], [0.55095, -5.43941, -4.32021], [-0.09269, -4.75593, -1.65824], [3.42131, -2.60898, -3.75774], [2.80307, -4.05242, -4.83363], [4.10013, -4.15333, -3.60347], [0.46788, -4.68258, -5.13494], [-0.45061, -5.91216, -4.19282], [1.23305, -6.25383, -4.52681], [1.59082, 2.65003, -0.45388], [2.00608, 4.10223, -0.31234], [0.63069, 5.28114, -0.68569], [-0.24059, 5.67695, 0.32953], [-1.35963, 6.47152, 0.01858], [-1.52987, 6.97760, -1.28134], [-0.62692, 6.64824, -2.26291], [0.45854, 5.79082, -2.01948], [2.59244, 4.43152, 1.29417], [2.75228, 5.73027, 1.84354], [3.07463, 5.88656, 3.17356], [3.40865, 4.72569, 3.94290], [3.34429, 3.47017, 3.37899], [2.86319, 3.30258, 2.09381], [3.44254, 4.50661, -1.36917], [3.74732, 5.81642, -1.55588], [4.85747, 6.16188, -2.28951], [5.53150, 5.16801, -3.04433], [5.17430, 3.87124, -2.89249], [4.21511, 3.51212, -1.95057], [-0.00250, 5.47900, 1.35075], [-2.13721, 6.64307, 0.80086], [-2.49365, 7.47607, -1.47273], [-0.77451, 7.06469, -3.22668], [1.17118, 5.48656, -2.81990], [2.59087, 6.59176, 1.20716], [2.93164, 6.90266, 3.59558], [3.67949, 4.76710, 4.98257], [3.55050, 2.62054, 3.99833], [2.70440, 2.25899, 1.66584], [3.03709, 6.47409, -1.08334], [5.13219, 7.19096, -2.34211], [6.27918, 5.52972, -3.77172], [5.73051, 3.06744, -3.41751], [4.07686, 2.43370, -1.56120]], "atomic_forces_ev_per_a": [[-0.697, 1.482, 2.424], [-1.566, 0.871, -0.578], [0.313, 1.139, 0.195], [0.324, 0.201, 0.343], [-2.692, -0.301, -0.115], [-0.549, 0.006, -0.511], [-0.099, 0.212, -0.022], [-0.014, 0.559, -1.076], [-1.572, -2.143, 1.463], [0.048, 0.141, 0.378], [-0.433, 1.367, -1.323], [0.457, -1.948, 1.136], [0.504, -0.525, 0.583], [0.112, -0.363, 1.050], [0.174, 0.489, 0.024], [0.206, -0.137, -1.845], [0.179, -0.263, -1.486], [-0.176, -0.625, 0.230], [1.111, -0.785, 0.863], [0.244, 2.452, 0.108], [0.133, -0.994, 0.102], [-1.693, 0.419, -2.254], [-0.590, -0.779, 0.508], [-1.010, -0.010, -0.629], [2.349, 1.253, -0.039], [-1.613, 0.725, 0.011], [1.087, -0.470, 1.069], [-0.726, 0.329, -0.457], [-0.470, -0.154, -2.016], [0.278, -0.553, -0.130], [0.679, -0.246, 0.794], [1.806, -0.216, 0.921], [-2.131, -0.279, -0.027], [1.353, -0.233, -0.282], [-0.264, 0.505, 1.015], [-0.389, 0.430, -0.211], [-0.305, 0.012, -0.540], [0.185, 0.353, -0.277], [-1.306, -0.118, -0.266], [0.461, 0.341, 0.360], [1.230, 0.194, -0.929], [0.110, 0.383, 0.580], [0.079, -0.030, -0.040], [0.051, 0.684, -0.494], [0.052, -0.140, -0.692], [0.651, -0.811, 0.185], [-0.385, 0.285, 0.651], [0.225, -0.210, 1.256], [-0.323, 0.697, -0.382], [0.017, -0.536, 0.173], [-0.041, -0.606, 0.027], [0.995, 0.109, 0.836], [0.274, 0.930, 0.117], [0.555, 0.558, 0.321], [0.285, -0.104, -0.090], [0.510, -0.015, 0.169], [-0.114, 0.239, 1.376], [0.298, 0.338, 0.055], [-0.989, -0.406, -0.087], [0.017, -0.480, -0.424], [0.281, 0.249, 0.186], [1.000, -1.250, -1.124], [-0.482, -0.558, -0.694], [0.982, -0.236, 0.420], [1.646, -1.089, 0.364], [-2.047, -0.722, -2.023], [2.074, 1.484, 1.265], [0.120, 0.132, -0.940], [-0.049, 0.612, 1.469], [-0.955, -2.500, -0.746], [-0.574, 0.045, -0.661], [0.201, 0.774, 0.653], [-0.552, 0.015, -0.287], [0.278, -0.637, 0.493], [0.665, 0.532, 0.128], [0.238, -0.045, -0.597], [0.513, 1.886, 0.066], [-0.967, -2.584, -1.731], [0.805, 0.692, -1.202], [-0.373, 0.861, -0.999], [-0.124, -0.175, 0.232], [-1.169, -0.806, 1.650], [1.044, -0.562, -0.058], [-0.142, -0.456, 1.128], [0.545, 0.294, 2.274], [-0.157, -1.059, -0.459], [-0.015, -0.364, 0.909], [-0.416, 1.238, -0.703], [-0.358, 0.312, 0.058], [-0.206, -0.869, -1.383], [-0.875, -1.427, 0.162], [0.069, 0.610, 0.067], [0.061, -0.447, -0.788], [-0.044, 2.752, -0.030], [0.712, -2.340, 0.141], [-0.498, -1.868, 0.977], [-0.122, -0.578, 0.523], [0.856, 0.064, -0.720], [0.833, 0.092, -0.224], [-0.010, 0.158, -0.895], [-0.742, 0.361, 0.684], [-0.229, 0.074, 0.134], [0.654, -0.867, -0.013], [0.046, 0.423, 0.247], [0.177, -0.380, 0.114], [0.133, 1.615, 0.532], [0.406, 0.946, -0.069], [0.285, 0.537, -0.279], [-0.275, -0.560, 0.537], [-0.456, 0.641, 0.327], [0.007, 1.758, -1.223]]}

{"formula": "C55H49CdN5P4S2Se2", "method": "the ωB97M-V functional and the def2-TZVPD basis", "total_charge": 0, "homo_energy_ev": -7.8, "e_lumo_ev": -0.02, "symbols": ["Cd", "Se", "P", "C", "C", "C", "C", "C", "C", "C", "C", "C", "C", "C", "C", "C", "C", "N", "N", "N", "P", "Se", "C", "C", "C", "C", "C", "C", "C", "C", "C", "C", "C", "C", "H", "H", "H", "H", "H", "H", "H", "H", "H", "H", "H", "H", "H", "H", "H", "H", "H", "H", "H", "H", "C", "S", "C", "C", "C", "N", "P", "C", "C", "C", "C", "C", "C", "C", "C", "C", "C", "C", "C", "P", "C", "C", "C", "C", "C", "C", "C", "C", "C", "C", "C", "C", "H", "H", "H", "H", "H", "H", "H", "H", "H", "H", "H", "H", "H", "H", "H", "H", "H", "H", "H", "H", "H", "H", "H", "H", "H", "H", "H", "H", "H", "S", "C", "N"], "coordinates": [[0.22529, -0.26318, -0.28957], [-6.23021, 1.37574, 0.60273], [-5.63662, -0.53224, -0.06909], [-6.07109, -0.78671, -1.80742], [-5.14820, -1.14950, -2.77950], [-5.55912, -1.25984, -4.10114], [-6.87886, -1.01591, -4.44718], [-7.80117, -0.65240, -3.47281], [-7.39712, -0.52956, -2.15553], [-6.44667, -1.86406, 0.86362], [-7.11806, -2.91381, 0.25034], [-7.72173, -3.89035, 1.03090], [-7.64622, -3.82337, 2.41298], [-6.97026, -2.77561, 3.02458], [-6.37730, -1.79217, 2.25210], [-3.88871, -0.90637, 0.07652], [-2.75359, -0.17615, 0.45716], [-1.71687, -1.04040, 0.30971], [-2.18046, -2.21168, -0.09897], [-3.47056, -2.15231, -0.24195], [-2.45999, 1.47916, 1.09852], [-0.35048, 1.71728, 1.44762], [-2.95681, 2.64641, -0.19939], [-2.50884, 2.30082, -1.47340], [-2.74458, 3.14576, -2.54428], [-3.42081, 4.34092, -2.34782], [-3.85987, 4.68581, -1.07855], [-3.62855, 3.84570, -0.00145], [-3.20613, 1.56418, 2.74686], [-3.66298, 2.73458, 3.33974], [-4.10287, 2.71226, 4.65220], [-4.06542, 1.53549, 5.38515], [-3.56757, 0.37740, 4.80704], [-3.13312, 0.38892, 3.49121], [-4.12004, -1.35382, -2.50933], [-4.84308, -1.54027, -4.86281], [-7.19286, -1.10518, -5.47932], [-8.83083, -0.45706, -3.74313], [-8.09534, -0.21667, -1.38818], [-7.16401, -2.97206, -0.82924], [-8.24927, -4.70686, 0.55479], [-8.11971, -4.58746, 3.01646], [-6.91111, -2.72156, 4.10448], [-5.87598, -0.95429, 2.71843], [-1.97929, 1.37311, -1.64537], [-2.39702, 2.86085, -3.52906], [-3.60431, 5.00343, -3.18394], [-4.39692, 5.61313, -0.92567], [-3.99376, 4.12145, 0.97624], [-3.68897, 3.65970, 2.78267], [-4.47737, 3.62095, 5.10538], [-4.41539, 1.52259, 6.40915], [-3.51738, -0.54215, 5.37640], [-2.73893, -0.51595, 3.04558], [7.31907, 1.21841, -3.28050], [7.80437, 1.48263, -1.55431], [7.56135, -0.19302, -0.86867], [6.31806, -0.35314, 0.00571], [5.02492, -0.19683, -0.78988], [3.83127, -0.34890, 0.06846], [2.64253, -1.58229, -0.27413], [3.72481, -2.90618, -0.91425], [3.65403, -3.22376, -2.26828], [4.53382, -4.15215, -2.80795], [5.47640, -4.76536, -1.99705], [5.53718, -4.45889, -0.64258], [4.66359, -3.53235, -0.09856], [2.23232, -2.18906, 1.40285], [2.96506, -1.90174, 2.54908], [2.54578, -2.39335, 3.77614], [1.39747, -3.16835, 3.86593], [0.66067, -3.45440, 2.72508], [1.07391, -2.96276, 1.49700], [2.87407, 1.01799, 0.53934], [4.04109, 2.12632, 1.39783], [4.87493, 3.04852, 0.77667], [5.76325, 3.79643, 1.53418], [5.80809, 3.64759, 2.91318], [4.95378, 2.75394, 3.54399], [4.07268, 1.99793, 2.78791], [2.59628, 1.95401, -1.01754], [2.08618, 3.25098, -0.90438], [1.69427, 3.95227, -2.03087], [1.81842, 3.37528, -3.28817], [2.32989, 2.09485, -3.41349], [2.70897, 1.38342, -2.28373], [7.39973, 2.18392, -3.77544], [6.29122, 0.86386, -3.34531], [7.99522, 0.51094, -3.75660], [8.45502, -0.41259, -0.28629], [7.53107, -0.87733, -1.71846], [6.33016, 0.37575, 0.81884], [6.34253, -1.35249, 0.44928], [5.00424, -0.96482, -1.56681], [5.02421, 0.77760, -1.28226], [2.90753, -2.74830, -2.89692], [4.47979, -4.39439, -3.86145], [6.15994, -5.49266, -2.41610], [6.26641, -4.94700, -0.00842], [4.70600, -3.29658, 0.95773], [3.85363, -1.28558, 2.47348], [3.11560, -2.16905, 4.66937], [1.07131, -3.54158, 4.82812], [-0.23980, -4.05126, 2.78960], [0.49280, -3.18396, 0.60517], [4.83584, 3.19027, -0.29459], [6.43003, 4.49242, 1.04184], [6.50453, 4.23527, 3.49759], [4.97044, 2.65468, 4.62185], [3.39072, 1.30428, 3.26819], [1.98701, 3.69961, 0.07707], [1.28364, 4.94902, -1.92866], [1.51325, 3.92374, -4.17040], [2.41727, 1.63209, -4.38866], [3.08833, 0.37628, -2.40645], [0.75591, -1.79656, -4.48247], [0.23626, -0.93761, -3.24349], [-0.12122, -0.25268, -2.35288]], "atomic_forces_ev_per_a": [[0.504, 0.347, 0.545], [0.187, 0.008, 0.139], [-0.156, 0.018, 0.036], [0.009, 0.065, 0.085], [0.014, -0.039, 0.038], [0.010, -0.015, -0.097], [0.004, -0.007, 0.006], [-0.012, -0.013, 0.009], [0.044, -0.012, -0.036], [0.067, 0.100, -0.075], [0.094, 0.014, 0.008], [-0.023, -0.034, -0.022], [-0.033, -0.040, -0.003], [0.037, 0.029, 0.032], [-0.068, -0.090, 0.012], [0.466, 0.223, 0.234], [-0.306, -0.414, -0.256], [-0.661, -0.020, 0.480], [0.313, 0.068, -0.121], [-0.440, -0.069, 0.010], [-0.094, -0.018, -0.154], [0.305, -0.133, -0.112], [-0.056, -0.140, 0.170], [-0.077, 0.009, 0.028], [0.007, 0.005, -0.014], [0.032, -0.021, -0.017], [-0.039, 0.091, 0.024], [0.016, -0.047, 0.039], [-0.070, 0.008, -0.226], [-0.050, -0.014, -0.147], [-0.030, 0.063, 0.092], [0.010, 0.012, 0.006], [0.003, -0.058, -0.046], [-0.137, -0.011, 0.024], [-0.040, 0.002, -0.040], [0.011, 0.005, 0.014], [0.010, -0.001, -0.003], [0.003, 0.003, 0.003], [-0.030, 0.011, -0.035], [-0.006, -0.025, 0.011], [0.003, 0.003, 0.004], [0.009, 0.001, -0.001], [-0.015, 0.000, -0.012], [0.038, 0.058, 0.049], [0.039, -0.065, -0.031], [-0.007, 0.014, 0.009], [-0.021, -0.006, 0.009], [0.010, -0.009, 0.011], [-0.048, 0.009, -0.099], [0.014, -0.023, 0.113], [0.004, -0.005, -0.008], [0.003, 0.012, -0.003], [-0.005, 0.019, 0.000], [-0.009, -0.016, -0.009], [0.018, -0.015, 0.276], [-0.092, -0.060, -0.010], [-0.083, 0.242, 0.008], [-0.059, 0.003, -0.173], [0.282, -0.135, 0.292], [-0.562, 0.311, -0.316], [0.632, -0.221, 0.809], [-0.369, 0.066, -0.330], [-0.048, 0.012, 0.041], [0.027, -0.030, -0.033], [-0.023, 0.008, -0.017], [0.037, -0.008, 0.046], [-0.030, 0.004, 0.038], [-0.053, -0.127, -0.072], [0.005, 0.015, -0.044], [0.039, 0.012, 0.059], [-0.026, 0.006, -0.019], [-0.021, -0.030, 0.029], [0.106, 0.049, -0.034], [0.711, 0.286, -0.535], [-0.195, -0.247, 0.316], [0.081, -0.012, -0.036], [0.060, 0.026, -0.020], [0.002, -0.007, 0.005], [0.029, 0.007, 0.049], [0.030, 0.002, -0.052], [0.003, -0.055, 0.012], [-0.024, -0.132, -0.015], [0.000, 0.066, 0.031], [0.006, 0.006, -0.054], [-0.014, -0.036, -0.062], [-0.003, 0.054, 0.074], [-0.021, -0.016, -0.046], [-0.008, 0.022, -0.067], [-0.028, 0.000, -0.056], [-0.003, -0.078, -0.018], [0.049, -0.093, 0.047], [0.031, 0.008, 0.035], [-0.032, 0.016, 0.070], [0.028, 0.118, -0.101], [-0.061, 0.015, 0.043], [0.012, -0.007, -0.019], [-0.015, -0.006, 0.009], [0.003, 0.005, 0.001], [-0.007, 0.000, -0.003], [0.007, -0.020, 0.008], [0.009, -0.003, 0.009], [-0.003, 0.012, -0.008], [0.005, -0.003, -0.001], [-0.001, 0.007, -0.010], [-0.063, -0.002, 0.040], [0.031, -0.063, -0.054], [-0.016, 0.018, 0.001], [-0.010, 0.005, -0.002], [-0.002, -0.014, -0.009], [0.021, 0.008, 0.034], [-0.053, 0.049, -0.010], [0.018, -0.006, 0.005], [-0.011, 0.000, 0.015], [-0.015, -0.005, 0.016], [-0.068, -0.028, -0.003], [0.266, -0.432, -0.543], [-0.208, 0.695, 0.534], [-0.160, -0.112, -0.854]]}